The following is a quantum chemistry calculation of a 9-piece molecular cluster, C39H76O27 overall at a distorted geometry, from OMol25.

## Properties
orbital gap: 9.6611 eV

CARTESIAN COORDINATES (ANGSTROEM)
C (2.627, -1.992, -6.796)
H (1.087, -5.612, -3.294)
H (-2.125, 2.687, 1.621)
C (0.599, 3.978, -1.939)
H (-2.776, 4.335, 5.574)
C (6.338, 3.700, 6.481)
C (4.025, 2.273, 0.543)
H (0.718, -0.039, -5.663)
O (4.991, 3.814, 6.807)
H (5.408, 2.686, 8.509)
H (-0.613, -4.124, -4.337)
H (5.255, 1.018, 6.673)
H (3.118, 0.808, 2.737)
H (-0.385, 5.280, -3.479)
H (2.203, 0.206, -2.398)
H (-4.860, -3.264, 2.330)
H (3.756, 3.200, 8.260)
H (-3.728, -5.883, -2.984)
O (3.826, -2.280, -6.921)
H (-3.706, -1.546, -2.529)
O (1.606, 1.725, -4.328)
H (1.963, -4.615, -0.502)
C (1.537, -0.618, -2.144)
H (-3.446, 3.991, -3.105)
C (0.570, -4.884, -2.670)
H (-0.498, -1.443, 2.564)
H (4.114, -1.503, 6.320)
C (-2.120, 0.222, -4.288)
C (0.712, -1.114, -5.845)
C (-2.241, 2.099, 2.531)
H (-0.116, -2.603, -7.159)
H (-2.653, 0.011, -1.239)
H (6.925, 3.951, 7.364)
C (0.567, 4.789, -3.278)
O (-2.989, -3.985, -5.682)
H (-1.593, -0.243, -5.121)
C (1.799, -0.960, 0.089)
O (-1.960, 2.690, -3.525)
O (1.506, 2.930, -2.336)
H (2.162, -0.177, 6.678)
H (0.031, 0.845, -1.745)
O (-1.270, 0.102, 3.571)
H (-4.485, -3.081, -6.842)
O (0.375, -5.517, -1.343)
C (-0.319, -0.936, 3.513)
H (-0.384, -1.642, 4.341)
O (2.939, 2.312, 1.333)
H (-3.133, 1.909, -4.997)
O (2.053, -1.515, -1.121)
O (2.314, -1.253, 1.175)
H (-4.192, -2.227, -4.149)
H (-0.481, -0.783, -1.203)
C (3.331, 1.870, 2.617)
H (-5.051, -3.988, 0.730)
H (0.975, 4.571, -1.105)
H (-3.767, -5.795, -5.442)
H (0.696, -0.543, 3.561)
O (-1.349, -2.948, -0.176)
H (1.345, -1.208, -3.040)
C (-2.334, -3.432, 0.414)
H (4.131, 0.730, 8.041)
H (-2.893, -3.053, -7.514)
H (6.665, 2.725, 6.121)
C (-2.121, 1.725, -4.637)
H (0.079, -1.589, -5.096)
H (6.526, 4.450, 5.713)
C (4.621, 2.766, 7.759)
C (-3.558, -3.651, -6.892)
H (-3.328, -4.333, -2.768)
H (-1.421, 2.026, -5.417)
H (-3.731, -5.768, 1.861)
H (-4.203, 3.174, 3.776)
H (-2.477, -2.125, -3.721)
H (5.204, -2.705, 4.285)
H (-2.837, -4.564, 2.795)
H (-4.145, 0.922, -1.022)
C (-3.111, 3.005, -2.783)
C (-3.259, 4.806, 4.718)
O (4.025, 2.590, -0.646)
H (-1.310, -3.711, -2.751)
H (-0.153, -0.940, -7.906)
C (1.699, -5.639, -0.764)
C (0.380, -1.638, -7.260)
O (3.420, 1.396, 6.168)
H (-0.957, 7.217, 4.715)
H (-1.239, 6.277, 6.246)
C (-3.361, -4.743, 1.856)
H (-0.129, 1.529, 2.534)
H (-3.825, 3.425, -0.794)
O (5.116, 1.942, 1.252)
C (2.773, 0.115, 5.825)
C (4.793, 2.160, 2.583)
H (2.943, 2.492, 3.424)
H (-1.632, 0.050, -3.329)
H (2.875, -1.777, 5.155)
O (-3.429, -0.340, -4.179)
C (4.853, -1.913, 3.623)
O (-2.229, 5.750, 4.326)
H (4.006, -2.368, 3.109)
H (-1.185, 0.414, 1.641)
H (2.379, -6.155, -1.442)
H (-2.223, 4.041, -1.201)
C (-1.104, 1.041, 2.529)
C (3.640, -1.057, 5.446)
H (5.592, -1.499, 2.937)
H (4.991, 3.201, 2.839)
O (2.079, -1.520, -5.670)
H (-4.190, 5.223, 5.102)
C (-2.881, 3.176, -1.279)
H (-0.348, 3.485, -1.720)
H (1.658, -6.206, 0.166)
H (-4.651, -4.449, -4.720)
H (-3.256, 4.444, 2.753)
C (-3.660, -4.880, -4.859)
H (-3.849, 2.230, -2.990)
C (-3.117, 0.820, -0.674)
C (-0.823, -4.494, -3.333)
C (-3.319, 3.793, 3.625)
H (-3.786, -4.531, -7.493)
O (-2.164, 2.929, 3.666)
C (-3.453, -1.659, -3.584)
C (4.360, 1.367, 7.188)
C (0.364, -0.107, -1.333)
O (-3.451, -2.716, 0.877)
C (-1.677, 6.679, 5.333)
O (0.774, 3.778, -4.192)
H (1.243, 5.639, -3.368)
H (1.080, -3.941, -2.472)
C (-4.321, -3.654, 1.467)
H (-3.210, 1.600, 2.494)
O (-2.273, 2.028, -0.699)
O (1.010, 0.100, -0.136)
H (2.085, 0.296, 4.999)
O (-1.736, -5.595, -3.438)
H (-3.223, 0.454, 0.347)
H (-2.492, 7.361, 5.574)
O (4.558, -0.783, 4.419)
C (1.369, 2.749, -3.653)
O (-2.420, -4.660, 0.827)
C (-3.091, -5.139, -3.462)
H (5.369, 1.533, 3.263)
O (1.691, -1.999, -7.791)

Force components x, y, z for each atom (eV/Å):
C 2.7 0.0 -0.8
H 0.3 0.3 -0.2
H 0.0 0.1 -0.2
C 0.3 0.9 -1.1
H -0.4 -0.6 0.4
C 0.6 0.8 -0.2
C -0.1 1.3 -3.2
H -0.3 0.1 -0.4
O -0.9 -1.8 0.7
H 0.2 -0.1 0.1
H 0.1 0.2 -0.1
H 0.7 -0.3 0.6
H -0.2 0.0 0.0
H -0.4 -0.5 0.1
H 0.3 -0.2 0.3
H 0.2 0.4 -0.1
H -0.2 -0.4 -0.1
H 0.1 -0.7 -0.5
O -4.0 0.6 0.2
H 0.0 -0.3 0.1
O -0.1 2.6 2.4
H 0.8 0.0 -0.1
C -0.9 -0.9 0.2
H -0.6 0.1 -0.3
C -2.7 -0.6 1.3
H 0.5 -0.5 -0.1
H 0.5 0.0 0.2
C 0.0 0.4 0.2
C 0.5 0.0 -0.3
C 1.4 -1.0 0.1
H -0.5 0.2 -0.2
H 0.2 0.2 -0.1
H 0.4 0.0 0.1
C -1.4 1.0 1.9
O 2.2 1.2 0.8
H 0.1 -0.4 0.2
C 2.1 0.0 1.3
O 1.3 -1.2 -0.6
O 0.4 -0.6 0.2
H -0.1 -0.2 0.2
H -0.2 0.1 0.3
O -0.2 0.4 1.5
H -0.3 0.1 0.5
O 0.8 0.1 -1.4
C 0.0 0.3 -0.5
H -0.6 0.2 0.1
O -0.4 0.2 -0.6
H -0.1 0.0 -0.5
O 1.0 -0.5 0.5
O -1.6 0.5 -2.9
H 0.0 0.0 0.3
H 0.1 -0.3 -0.1
C 0.2 0.1 1.3
H 0.0 -0.1 -0.1
H 0.2 -0.5 0.0
H -0.1 -0.5 0.3
H 0.2 0.1 -0.4
O -3.8 -1.1 1.5
H -0.1 0.0 0.2
C 2.7 3.2 -1.0
H -0.3 -0.3 0.0
H 0.4 0.0 0.4
H -0.2 -0.2 -0.1
C -1.6 0.9 1.5
H 0.2 -0.1 0.0
H 0.2 -0.1 0.0
C -0.3 1.1 -0.7
C -0.6 -0.3 -1.1
H 0.8 0.8 -0.2
H 0.2 -0.2 0.4
H -0.3 0.2 0.0
H -0.3 0.1 -0.6
H -0.1 -0.2 0.2
H 0.7 -0.1 -0.1
H -0.2 0.2 0.2
H 0.1 0.6 -0.4
C -0.6 -0.2 -0.1
C 2.9 0.2 1.8
O 0.0 -1.1 2.8
H 0.3 0.1 0.2
H 0.3 -0.2 -0.1
C -1.4 0.5 0.2
C 1.1 -0.7 0.7
O -2.0 -1.0 -1.0
H 0.2 0.0 0.5
H 0.0 -0.5 -0.2
C -0.5 -1.0 0.6
H 0.2 0.0 0.2
H -0.2 0.0 0.0
O 0.6 -0.2 -1.5
C 0.6 1.5 0.6
C 0.6 -0.2 1.8
H -0.8 -0.2 -0.2
H 0.6 0.1 -0.1
H 0.0 -0.4 -0.4
O -0.1 0.3 -0.1
C 0.3 0.1 0.4
O -0.2 0.5 0.7
H -0.3 0.6 -0.3
H 0.1 0.5 -0.8
H 0.2 0.3 -0.1
H 0.2 -0.2 0.6
C -1.1 -0.2 0.0
C -0.2 0.0 0.3
H 0.1 -0.8 -0.2
H 0.0 0.2 0.0
O 0.0 -0.4 0.6
H -0.2 0.4 -0.7
C 0.4 -1.0 -1.0
H 0.1 0.3 0.0
H -0.4 -0.1 -0.1
H -0.6 -0.3 0.3
H -0.6 -0.6 -0.8
C -1.1 -0.2 -0.3
H -0.4 0.2 0.2
C 0.6 0.5 0.4
C 1.1 -0.9 0.8
C 0.8 0.2 0.7
H -0.1 -0.4 0.0
O -0.9 0.6 -0.1
C 0.3 1.2 -0.8
C 1.1 0.7 -0.6
C -0.6 1.0 -2.6
O 1.5 0.2 -1.0
C -1.5 -0.4 -2.0
O 0.0 0.7 -2.3
H 0.9 -0.5 0.1
H 0.4 0.0 -0.5
C -0.8 -0.5 0.6
H -0.2 -0.2 0.0
O -1.0 -0.8 0.0
O -0.1 0.3 2.9
H 0.2 0.6 0.0
O -0.6 0.8 0.4
H 0.3 0.2 0.2
H 0.1 0.2 0.4
O -1.0 0.4 0.3
C 0.0 -3.5 -1.4
O 1.1 -1.3 -0.7
C 0.3 -0.5 -0.3
H 0.0 -0.1 -0.3
O 0.1 0.4 0.2